one:
Formula: C2H9N3O2
Source: OMol25
Level of theory: ωB97M-V/def2-TZVPD

Last column: Mulliken charge in e.
Element x y z (Å)
O  2.27590  -0.34973  -0.45282  -0.52
O  0.10267  -1.34912  1.05836  -0.50
N  -2.07073  0.41429  -0.02518  -0.59
N  1.04071  1.23993  0.66115  -0.64
N  0.07032  -0.83356  -0.27569  0.01
C  -1.30126  -0.60521  -0.69412  -0.54
C  1.01777  0.25790  -0.39560  0.04
H  1.08445  0.75850  1.55561  0.24
H  0.21732  1.82902  0.65704  0.24
H  2.92940  0.31932  -0.21882  0.33
H  0.79078  0.76822  -1.34741  0.35
H  -1.81666  -1.55884  -0.54921  0.31
H  0.70937  -2.10016  1.01273  0.34
H  -1.70144  1.34235  -0.19822  0.24
H  -1.26127  -0.37746  -1.76213  0.40
H  -2.08735  0.24455  0.97430  0.29

## Properties
Structure (SMILES): NCN(O)[C@@H](N)O
Molar mass (g mol⁻¹): 107.1
LUMO (eV): 0.80
Kohn-Sham gap (eV): 9.7

***

two:
Formula: C2H9N3O2
Source: OMol25
Level of theory: ωB97M-V/def2-TZVPD

Last column: Mulliken charge in e.
Element x y z (Å)
O  0.22174  0.40836  -2.42952  -0.36
O  1.12739  1.48852  2.53671  -0.52
N  -0.74094  -0.45619  -0.06733  -0.44
N  0.28243  -0.60478  -1.49399  0.24
N  -0.30617  -1.74966  -1.92860  -0.69
C  -0.06904  -0.16778  1.17929  -0.47
C  0.50880  1.25127  1.28214  -0.45
H  1.87376  0.88576  2.62889  0.31
H  -1.48549  0.22710  -0.22411  0.22
H  1.20747  1.41581  0.45268  0.29
H  -0.29097  1.99142  1.20127  0.31
H  -0.53150  0.26359  -3.03242  0.30
H  -0.59448  -2.12697  -0.95548  0.39
H  -0.76647  -0.31343  2.01480  0.26
H  0.74493  -0.89363  1.28038  0.37
H  -1.18147  -1.61939  -2.44471  0.23

## Properties
Structure (SMILES): NN(O)NCCO
Molar mass (g mol⁻¹): 107.1
LUMO (eV): 0.82
Kohn-Sham gap (eV): 9.6

***

Which one sits at the top of the stability order? one does.

***

one:
Formula: C2H6O4
Source: OMol25
Level of theory: ωB97M-V/def2-TZVPD

Last column: Mulliken charge in e.
Element x y z (Å)
O  0.82966  -1.12645  0.77525  -0.52
O  -1.55003  -0.89829  -0.36716  -0.57
O  1.54899  0.89826  -0.37114  -0.57
O  -0.82776  1.12654  0.77715  -0.52
C  0.65540  -0.35659  -0.35427  0.15
C  -0.65634  0.35659  -0.35268  0.15
H  -1.38150  -1.38639  0.45238  0.31
H  -0.88984  0.86184  -1.29172  0.32
H  0.88660  -0.86197  -1.29380  0.32
H  1.38275  1.38624  0.44896  0.31
H  -1.73181  1.46019  0.79053  0.32
H  1.73387  -1.45996  0.78649  0.32

## Properties
Structure (SMILES): OC(O)C(O)O
Molar mass (g mol⁻¹): 94.1
LUMO (eV): 0.62
Kohn-Sham gap (eV): 10.8

***

two:
Formula: C2H6O4
Source: OMol25
Level of theory: ωB97M-V/def2-TZVPD

Last column: Mulliken charge in e.
Element x y z (Å)
O  -0.91613  -0.38757  -0.01088  -0.48
O  -0.28165  1.75985  -0.64545  -0.25
O  0.48420  2.09805  0.52876  -0.36
O  0.95028  -0.95395  1.11430  -0.36
C  -1.32356  0.89642  -0.26268  -0.03
C  1.14240  -1.66619  0.07952  -0.32
H  1.96947  -1.39824  -0.59532  0.26
H  -1.82272  1.27267  0.64182  0.25
H  0.92330  1.25614  0.75310  0.37
H  -0.01465  -1.05570  -0.64839  0.38
H  -2.03372  0.91910  -1.10499  0.21
H  0.92278  -2.74058  0.15021  0.32

## Properties
Molar mass (g mol⁻¹): 94.1
LUMO (eV): -1.79
Kohn-Sham gap (eV): 8.7

***

Which one sits at the top of the stability order? one does.

***

one:
Formula: H64O32
Source: OMol25
Level of theory: ωB97M-V/def2-TZVPD

Last column: Mulliken charge in e.
Element x y z (Å)
O  -3.44374  -0.72170  2.67377  -0.69
O  -1.45730  1.95000  5.33215  -0.67
O  -1.28825  2.37903  -0.35793  -0.56
O  -2.20177  -2.18393  0.80767  -0.34
O  -2.21070  -2.13193  -5.08259  -0.62
O  1.07268  3.73398  -4.26296  -0.68
O  4.04893  -1.78726  -3.62969  -0.63
O  3.31859  -1.33857  4.13594  -0.60
O  -1.08248  -4.17204  -0.76793  -0.79
O  -0.87150  -0.32114  3.89536  -0.67
O  -3.57074  -0.22631  -2.42678  -0.40
O  -4.10845  -3.91635  -0.92075  -0.70
O  -1.54223  -3.55222  3.01378  -0.71
O  1.33593  -2.83824  3.05116  -0.53
O  -5.07479  -1.35101  -0.09951  -0.68
O  -2.56813  4.12928  1.54473  -0.66
O  1.15928  -2.89439  -1.64524  -0.55
O  1.27960  0.89338  -2.28748  -0.48
O  1.24211  3.55719  -0.78193  -0.60
O  -2.96097  2.18358  -3.90409  -0.58
O  2.99773  3.50117  2.62393  -0.64
O  2.25936  -4.53932  0.91905  -0.59
O  0.71938  2.87871  4.37745  -0.61
O  4.43274  1.14024  3.28746  -0.62
O  -0.71869  -0.02827  -3.46037  -0.26
O  -0.39211  -0.32273  0.01135  0.17
O  4.32577  0.52380  -2.25784  -0.59
O  1.41646  0.38744  1.72865  -0.37
O  -0.76883  1.36952  -5.81393  -0.66
O  4.51194  -2.38348  1.81412  -0.67
O  -4.56998  1.47900  0.05318  -0.62
O  3.29379  3.27582  -2.67927  -0.57
H  0.41153  -3.38799  -1.30841  0.36
H  -1.92434  4.83698  1.51429  0.27
H  1.12960  -3.03029  -2.59228  0.26
H  -4.06446  -0.39582  -3.22911  0.28
H  -4.04383  -0.39719  3.34520  0.26
H  -0.95771  1.50337  -0.15745  0.30
H  0.10533  -0.21984  0.82265  0.42
H  -0.60533  -3.51114  2.82205  0.30
H  3.83583  -0.53316  4.13288  0.32
H  1.17082  4.49637  -0.61134  0.25
H  -4.11431  -2.96338  -0.83107  0.33
H  -3.47425  -0.05877  1.98397  0.30
H  -1.50352  -1.62824  0.46144  0.50
H  3.54241  -1.76438  4.96348  0.25
H  -0.74015  -4.81568  -0.14763  0.33
H  -1.64691  -0.79809  3.59957  0.38
H  -0.13382  -0.84445  3.58199  0.17
H  3.92708  1.83151  2.86005  0.27
H  -3.18674  -4.13951  -1.05070  0.36
H  -1.68127  1.65120  -5.74795  0.28
H  -1.62144  -1.41343  -4.85290  0.36
H  -2.03452  1.78294  6.07722  0.31
H  2.85113  -5.28668  0.83256  0.26
H  -5.33468  -0.46474  0.15193  0.24
H  -1.74065  -2.62134  -5.75768  0.26
H  -0.00294  -0.02497  -2.82483  0.07
H  -4.16728  1.49610  -0.81502  0.30
H  -0.59759  0.91547  -4.98886  0.41
H  -4.03143  -0.72458  -1.75171  0.20
H  1.99850  3.47552  -1.36281  0.25
H  0.73202  2.94794  -4.68996  0.35
H  -1.50326  0.14193  -2.93912  0.19
H  1.92373  -2.24757  3.52214  0.33
H  4.80447  -0.20600  -1.86483  0.32
H  -0.50774  2.88351  -0.58714  0.26
H  -1.95886  -3.11898  2.26882  0.41
H  2.08343  3.32435  2.84535  0.30
H  1.75887  3.41145  -3.67870  0.37
H  4.08898  3.79937  -2.77833  0.26
H  3.30025  -1.98269  -4.19318  0.32
H  3.23590  4.25120  3.16887  0.30
H  -3.78875  2.66042  -3.84379  0.28
H  -1.38640  -3.44855  -0.21982  0.49
H  -2.21581  3.45899  0.95923  0.44
H  0.97021  1.05128  2.25439  0.16
H  2.13164  0.55187  -2.01614  0.22
H  2.34805  0.55269  1.87380  0.02
H  3.74797  -2.90046  1.55854  0.34
H  -2.87922  1.73716  -3.06132  0.28
H  -4.81148  2.38940  0.22368  0.29
H  0.46647  3.80153  4.35155  0.29
H  -2.85381  -1.56882  1.14341  0.00
H  3.67833  -1.28541  -2.90371  0.32
H  2.08355  -4.26694  0.01842  0.31
H  5.25599  1.10882  2.80012  0.32
H  1.91648  -3.37344  2.51009  0.19
H  4.23282  -1.91583  2.60128  0.40
H  -1.45864  1.12970  4.83886  0.42
H  3.60921  2.37878  -2.56940  0.34
H  -0.07464  2.41987  4.65176  0.39
H  1.16822  1.69466  -1.77583  0.11
H  -5.31561  -1.89381  0.65122  0.31
H  0.26945  -0.30147  -0.68012  -0.18
H  4.99903  1.17626  -2.45083  0.18

## Properties
Molar mass (g mol⁻¹): 576.5
LUMO (eV): -0.62
Kohn-Sham gap (eV): 9.5

***

two:
Formula: H64O32
Source: OMol25
Level of theory: ωB97M-V/def2-TZVPD

Last column: Mulliken charge in e.
Element x y z (Å)
O  2.76200  1.53975  -2.47973  -0.50
O  3.90629  -0.94274  -4.00719  -0.64
O  3.20812  -1.05190  3.97692  -0.64
O  0.59520  -5.30541  1.16088  -0.71
O  -4.68655  -0.99284  4.17623  -0.64
O  -2.89085  -0.66343  0.25198  -0.60
O  -0.02916  5.25269  0.55183  -0.66
O  4.22931  0.65497  2.07919  -0.69
O  0.30647  -0.21620  0.45733  -0.30
O  0.37456  4.21561  -3.26317  -0.57
O  -2.08665  -1.26393  3.05793  -0.66
O  -1.24078  1.28053  5.96422  -0.66
O  0.34607  1.91918  -1.20635  -0.61
O  1.55757  0.71756  -4.73405  -0.58
O  4.28211  -0.36200  -0.76730  -0.50
O  -2.06040  0.90359  -1.76623  -0.74
O  -1.03204  1.39861  2.45193  -0.40
O  2.49862  -1.72411  0.82936  -0.33
O  -4.06876  2.22728  2.37506  -0.63
O  -0.11947  -4.75317  -1.53581  -0.68
O  -0.57323  -1.49150  -1.92144  0.37
O  0.08731  -2.82646  2.82791  -0.65
O  5.04655  2.92432  -1.88212  -0.63
O  -1.26894  1.74312  -4.61232  -0.58
O  -0.32175  3.96741  3.06539  -0.53
O  -3.37453  4.88911  2.45917  -0.60
O  2.96104  -3.09346  -2.59874  -0.49
O  0.60671  -3.64979  -4.15293  -0.65
O  -4.88881  -2.72460  -0.28685  -0.65
O  2.86172  -4.36228  0.15705  -0.77
O  -3.79218  1.71907  5.06305  -0.62
O  -2.19580  -3.07782  -3.67365  -0.69
H  -2.14328  0.34486  -0.99346  0.05
H  3.96395  -0.07230  -1.62233  0.22
H  1.83616  0.44754  -5.60910  0.25
H  -0.61654  2.13007  2.90861  0.22
H  -4.96007  -3.07489  0.60111  0.31
H  2.06134  1.46854  -1.83148  0.44
H  -2.60485  5.39665  2.20182  0.31
H  -1.92192  1.70213  2.27242  0.13
H  -0.43588  -1.07109  -1.07255  -0.14
H  -4.69097  1.60970  1.99077  0.24
H  -2.90899  0.83542  -2.20380  0.34
H  -0.70847  -0.76509  -2.52993  0.27
H  -3.78014  -1.12105  3.89653  0.40
H  3.31869  -2.23055  -2.80779  0.29
H  0.48516  4.15324  -4.21191  0.28
H  -1.04853  -4.89453  -1.71769  0.29
H  0.01528  -3.81781  -1.68807  0.24
H  0.45443  2.74171  -1.68379  0.22
H  4.24001  2.56475  -2.25149  0.36
H  2.87482  -3.48126  0.53104  0.41
H  -0.24821  0.24498  1.08652  -0.12
H  -1.73898  -0.43746  2.72283  0.25
H  -0.43472  4.24923  2.15762  0.27
H  0.58574  0.46149  -0.15828  0.47
H  -1.61017  1.65121  -3.72274  0.29
H  1.06857  -3.16268  -3.47055  0.27
H  0.91653  -2.71427  2.36310  0.21
H  4.80014  3.79486  -1.56961  0.29
H  1.47603  -4.99129  0.95666  0.41
H  -3.18212  3.99752  2.16886  0.30
H  0.45566  5.58498  -0.20366  0.30
H  0.13395  -5.28851  0.32231  0.39
H  -4.13252  -2.13880  -0.25376  0.38
H  -1.64289  2.56537  -4.92903  0.28
H  -3.59846  -0.08731  0.54113  0.25
H  0.69304  1.10641  -4.86677  0.17
H  1.76289  -1.12805  0.68919  0.33
H  -2.02248  -2.33239  -3.09874  0.26
H  0.15081  4.68740  3.48316  0.25
H  3.45183  -0.24902  3.51624  0.36
H  3.13793  -0.38499  -4.12877  0.37
H  -1.36189  -1.88284  2.96896  0.47
H  -0.30683  -3.37772  -4.06546  0.43
H  5.20898  -0.55467  -0.90881  0.25
H  -2.58228  -1.08557  1.05373  0.28
H  -0.46813  4.65478  -3.14815  0.28
H  2.39099  -1.32811  3.56190  0.28
H  -4.01620  1.78585  5.99127  0.26
H  -1.62480  0.98225  6.78871  0.29
H  3.42622  -3.69366  -3.18150  0.21
H  4.23201  -1.09910  -4.89358  0.27
H  -4.75502  -0.05310  4.34484  0.31
H  -2.83739  1.78328  5.04138  0.35
H  2.36160  1.24834  -3.29887  0.23
H  -4.15507  2.09845  3.31961  0.38
H  -0.52366  1.60849  -1.45788  0.38
H  2.91613  -4.22251  -0.78833  0.30
H  -0.93138  5.17344  0.24207  0.27
H  -2.98753  -3.47864  -3.31484  0.29
H  -0.61411  0.59600  5.72984  0.31
H  5.18065  0.61766  2.17814  0.29
H  4.05380  0.18093  1.26634  0.38
H  3.17481  -1.41686  0.22554  0.35
H  -0.23354  -3.68216  2.54319  0.30

## Properties
Molar mass (g mol⁻¹): 576.5
LUMO (eV): -1.21
Kohn-Sham gap (eV): 8.4

***

Which one sits at the top of the stability order? two does.

***

one:
Formula: C4H4FNOS
Source: OMol25
Level of theory: ωB97M-V/def2-TZVPD

Last column: Mulliken charge in e.
Element x y z (Å)
S  1.74518  -1.09972  -0.37791  -0.23
F  -0.95358  -0.58741  -1.91525  -0.34
O  -1.43732  -0.26346  1.54462  -0.51
N  0.82788  2.45876  -0.69248  -0.42
C  1.03115  1.40483  -0.16736  0.14
C  -0.67260  -0.19462  0.53119  0.25
C  0.93646  0.16368  0.66301  0.05
C  -1.67820  -0.16495  -0.62554  -0.19
H  -2.28884  -1.10862  -0.57963  0.28
H  3.38163  -1.52842  0.60392  0.17
H  1.36575  0.18154  1.62168  0.50
H  -2.25750  0.73841  -0.60625  0.30

## Properties
Molar mass (g mol⁻¹): 133.1
LUMO (eV): -1.59
Kohn-Sham gap (eV): 8.4

***

two:
Formula: C4H4FNOS
Source: OMol25
Level of theory: ωB97M-V/def2-TZVPD

Last column: Mulliken charge in e.
Element x y z (Å)
S  1.32705  0.26674  2.94692  -0.29
F  -2.53289  0.71140  0.12589  -0.29
O  -0.84930  0.78687  1.48682  -0.27
N  0.83284  -0.12502  0.38873  -0.49
C  0.36100  0.39438  1.44505  0.53
C  -1.34860  0.32161  0.30943  0.21
C  -0.29618  -0.14702  -0.40252  0.59
C  -0.10592  -0.51478  -1.82579  -0.98
H  0.21062  -1.68105  -1.72116  0.24
H  2.45206  0.53109  1.94815  0.20
H  -0.96124  -0.45466  -2.52146  0.31
H  0.91056  -0.08955  -2.18007  0.27

## Properties
Molar mass (g mol⁻¹): 133.1
LUMO (eV): 0.57
Kohn-Sham gap (eV): 9.2

***

Which one sits at the top of the stability order? two does.

***

one:
Formula: C2H5INO
Source: OMol25
Level of theory: ωB97M-V/def2-TZVPD

Last column: Mulliken charge in e.
Element x y z (Å)
I  2.20892  -1.71524  -2.93346  -0.85
O  -0.88260  2.24877  1.73549  -0.67
N  -0.90863  1.23951  0.93186  0.12
C  0.13761  0.47626  0.62371  0.03
C  -0.00659  -0.72717  -0.29961  -0.65
H  0.61289  -1.60628  0.20328  0.25
H  0.50637  -0.69293  -1.38845  -0.10
H  -1.81739  0.91802  0.69519  0.21
H  1.14552  0.82496  0.94870  0.37
H  -0.99610  -0.96590  -0.51672  0.27

## Properties
Molar mass (g mol⁻¹): 186.0
LUMO (eV): 3.70
Kohn-Sham gap (eV): 7.4
Total charge: -1

***

two:
Formula: C2H5INO
Source: OMol25
Level of theory: ωB97M-V/def2-TZVPD

Last column: Mulliken charge in e.
Element x y z (Å)
I  -0.20953  1.10291  -2.17999  -0.84
O  0.87994  -0.84386  1.53207  -0.59
N  0.71931  1.07543  0.44623  -0.30
C  0.35797  -0.18647  0.73357  0.54
C  -0.71002  -0.86465  -0.14289  -1.09
H  0.56705  1.38634  -0.50259  0.14
H  -1.45669  -1.27043  0.53970  0.30
H  -1.41826  -0.22603  -0.67077  0.38
H  1.47919  1.43727  1.00457  0.18
H  -0.20895  -1.61052  -0.75991  0.26

## Properties
Molar mass (g mol⁻¹): 186.0
LUMO (eV): 3.79
Kohn-Sham gap (eV): 7.1
Total charge: -1

***

Which one sits at the top of the stability order? two does.

***

one:
Formula: C2O2S
Source: OMol25
Level of theory: ωB97M-V/def2-TZVPD

Last column: Mulliken charge in e.
Element x y z (Å)
S  1.88368  1.85965  -0.65879  -0.04
O  -1.23338  -0.32650  -0.06175  -0.26
O  -0.16647  -1.58797  1.48804  -0.37
C  0.42660  2.05571  -0.27313  0.03
C  -0.72085  -0.87183  0.76854  0.64

## Properties
Molar mass (g mol⁻¹): 88.1
LUMO (eV): -0.17
Kohn-Sham gap (eV): 11.1

***

two:
Formula: C2O2S
Source: OMol25
Level of theory: ωB97M-V/def2-TZVPD

Last column: Mulliken charge in e.
Element x y z (Å)
S  -0.44655  -1.22170  -1.52923  -0.02
O  0.51959  1.26071  -0.08739  -0.33
O  -0.79672  0.38951  1.53681  -0.33
C  -0.10348  0.78865  0.73985  0.69
C  0.82715  -1.21716  -0.66004  -0.01

## Properties
Molar mass (g mol⁻¹): 88.1
LUMO (eV): -0.40
Kohn-Sham gap (eV): 11.0

***

Which one sits at the top of the stability order? one does.